Version a
The following is a quantum chemistry calculation of 2 unconnected molecules or ions with the total composition CH7N2O, from the Open Molecules 2025 dataset.

As for the LUMO energy: 0.166 Eh. The HOMO energy is -2.2 eV. Its gap between HOMO and LUMO is 0.2482 hartree.

The geometry in ORCA input format:
```
! wB97M-V def2-TZVPD RIJCOSX def2/J DEFGRID3
* xyz -1 1
N -0.16970 -0.98851 -0.62399
C -0.47739 -0.18668 0.64281
O -1.40763 -0.73071 1.36699
H -1.09688 -1.11022 -1.03845
H 0.17551 -1.92810 -0.48833
H 0.51946 -0.16502 1.13311
H -0.64836 0.85630 0.29605
N 1.57329 1.68764 -0.99128
H 2.38183 1.65566 -0.40859
H 1.80705 2.00225 -1.93851
H 1.16157 0.76096 -1.04120
*
```

---

Version b
The following is a quantum chemistry calculation of 2 unconnected molecules or ions with the total composition CH7N2O, from the Open Molecules 2025 dataset.

As for the LUMO energy: 0.176 Eh. The HOMO energy is -3.1 eV. Its gap between HOMO and LUMO is 0.2910 hartree.

The geometry in ORCA input format:
```
! wB97M-V def2-TZVPD RIJCOSX def2/J DEFGRID3
* xyz -1 1
O -1.87129 -0.83264 -0.52520
H -2.40951 -0.04936 -0.67689
N 0.13212 -0.18904 1.32389
C 0.73764 0.73895 0.24029
N 0.59706 0.19824 -1.06926
H 0.64861 -1.05043 1.14515
H -0.80652 -0.43378 0.90231
H 1.79814 0.68809 0.52480
H 0.43300 1.77559 0.39511
H -0.36780 -0.16239 -1.22536
H 1.10855 -0.68322 -1.03485
*
```

---

Most favorable structure: version b. The second most favorable one is 0.0027 hartree above it.